No. 1
The following is a quantum chemistry calculation of a 8-piece molecular cluster, C30H74N2O14 overall at a distorted geometry, from OMol25.

```
! wB97M-V def2-TZVPD RIJCOSX def2/J DEFGRID3
* xyz 1 2
C -0.488 4.423 -0.374
C -0.420 3.395 -1.551
C -1.384 2.204 -1.268
C -2.803 2.582 -1.460
C -3.048 2.998 -2.926
C -2.149 4.214 -3.327
N -0.712 3.973 -2.871
O 0.167 4.961 -3.203
C -2.202 4.224 -4.868
C -2.817 5.492 -2.750
C 0.996 2.793 -1.666
H 0.200 4.346 0.467
H -1.460 4.478 0.116
H -0.213 5.416 -0.729
H -1.203 1.380 -1.959
H -1.270 1.801 -0.262
H -3.030 3.363 -0.734
H -3.527 1.819 -1.175
H -4.088 3.045 -3.248
H -2.888 2.075 -3.483
H -3.118 4.657 -5.269
H -1.548 4.966 -5.326
H -2.055 3.265 -5.364
H -2.863 5.664 -1.675
H -2.378 6.389 -3.187
H -3.898 5.401 -2.855
H 0.872 2.113 -2.508
H 1.433 2.408 -0.744
H 1.742 3.503 -2.023
H 0.961 4.521 -3.516
C -1.469 1.932 4.814
C -0.507 1.282 3.729
C 1.043 1.695 4.061
C 1.585 0.929 5.167
C 1.598 -0.548 4.804
C 0.153 -1.128 4.520
N -0.532 -0.182 3.538
O -1.809 -0.648 3.162
C 0.294 -2.466 3.865
C -0.567 -1.309 5.830
C -0.757 1.998 2.418
H -1.129 1.766 5.836
H -2.369 1.317 4.817
H -1.752 2.974 4.663
H 1.668 1.355 3.235
H 1.157 2.761 4.259
H 0.902 1.049 6.008
H 2.569 1.282 5.473
H 1.966 -1.054 5.696
H 2.257 -0.813 3.977
H 0.573 -2.494 2.812
H 1.105 -3.076 4.263
H -0.569 -3.131 3.898
H -0.839 -0.366 6.304
H -1.530 -1.799 5.688
H -0.131 -2.002 6.548
H -1.659 1.675 1.898
H 0.043 1.741 1.725
H -1.023 3.048 2.541
H -1.824 -0.671 2.202
C 4.720 -4.913 0.463
C 4.727 -3.790 -0.602
O 4.835 -4.268 -1.958
O 3.453 -5.513 0.535
H 4.915 -4.556 1.474
H 5.387 -5.751 0.255
H 5.688 -3.303 -0.433
H 3.922 -3.057 -0.642
H 3.987 -4.568 -2.294
H 3.126 -5.799 -0.321
C 4.478 -0.210 -4.493
C 2.973 -0.680 -4.379
O 2.165 -0.442 -5.561
O 4.619 1.181 -4.550
H 4.855 -0.629 -5.425
H 5.006 -0.588 -3.618
H 2.585 -0.226 -3.468
H 2.910 -1.741 -4.136
H 1.300 -0.775 -5.311
H 4.271 1.540 -5.370
C -4.145 -5.395 1.243
C -2.671 -5.390 0.773
O -2.047 -4.072 1.065
O -4.187 -5.604 2.625
H -4.694 -6.284 0.934
H -4.649 -4.499 0.878
H -2.589 -5.470 -0.311
H -2.260 -6.302 1.207
H -1.735 -4.086 1.973
H -5.049 -5.385 2.988
C 0.773 -1.736 -0.273
C -0.640 -1.416 -0.685
O -1.634 -1.478 0.345
O 1.219 -0.806 0.671
H 1.449 -1.699 -1.128
H 0.806 -2.758 0.103
H -0.898 -2.162 -1.437
H -0.638 -0.433 -1.156
H -1.565 -2.353 0.733
H 0.496 -0.483 1.215
C -3.786 -1.203 -1.930
C -4.591 -1.157 -0.649
O -5.510 -2.189 -0.699
O -4.653 -0.907 -3.001
H -3.423 -2.230 -1.968
H -3.028 -0.421 -1.983
H -5.101 -0.213 -0.457
H -4.095 -1.251 0.317
H -5.822 -2.289 0.204
H -5.495 -1.250 -2.694
C 4.145 0.728 -0.437
C 4.941 1.951 -0.914
O 6.095 1.513 -1.601
O 3.375 0.952 0.766
H 4.783 -0.153 -0.362
H 3.515 0.411 -1.267
H 5.396 2.406 -0.035
H 4.293 2.660 -1.430
H 5.862 1.124 -2.447
H 2.579 0.431 0.642
*
```

DFT total energy, eV: -63939.85281
LUMO level (alpha / beta), Eh: -0.095 / -0.248
Expectation value of S²: 0.754
HOMO energy (alpha / beta), eV: -10.473 / -10.473

Here are the Löwdin charges for atoms 1 to 99, given in e: atom 1 (C): 0.018, atom 2 (C): -0.414, atom 3 (C): -0.144, atom 4 (C): -0.178, atom 5 (C): -0.114, atom 6 (C): -0.393, atom 7 (N): 0.099, atom 8 (O): 0.129, atom 9 (C): -0.022, atom 10 (C): 0.008, atom 11 (C): 0.006, atom 12 (H): 0.098, atom 13 (H): 0.081, atom 14 (H): 0.090, atom 15 (H): 0.106, atom 16 (H): 0.110, atom 17 (H): 0.108, atom 18 (H): 0.116, atom 19 (H): 0.138, atom 20 (H): 0.119, atom 21 (H): 0.103, atom 22 (H): 0.087, atom 23 (H): 0.096, atom 24 (H): 0.084, atom 25 (H): 0.099, atom 26 (H): 0.106, atom 27 (H): 0.096, atom 28 (H): 0.100, atom 29 (H): 0.081, atom 30 (H): 0.143, atom 31 (C): -0.013, atom 32 (C): -0.434, atom 33 (C): -0.136, atom 34 (C): -0.220, atom 35 (C): -0.108, atom 36 (C): -0.469, atom 37 (N): -0.077, atom 38 (O): -0.018, atom 39 (C): -0.047, atom 40 (C): -0.035, atom 41 (C): -0.069, atom 42 (H): 0.060, atom 43 (H): 0.076, atom 44 (H): 0.077, atom 45 (H): 0.106, atom 46 (H): 0.128, atom 47 (H): 0.103, atom 48 (H): 0.126, atom 49 (H): 0.119, atom 50 (H): 0.121, atom 51 (H): 0.072, atom 52 (H): 0.096, atom 53 (H): 0.077, atom 54 (H): 0.072, atom 55 (H): 0.084, atom 56 (H): 0.097, atom 57 (H): 0.072, atom 58 (H): 0.070, atom 59 (H): 0.084, atom 60 (H): 0.048, atom 61 (C): -0.228, atom 62 (C): -0.212, atom 63 (O): -0.082, atom 64 (O): -0.083, atom 65 (H): 0.122, atom 66 (H): 0.123, atom 67 (H): 0.115, atom 68 (H): 0.106, atom 69 (H): 0.069, atom 70 (H): 0.076, atom 71 (C): -0.223, atom 72 (C): -0.219, atom 73 (O): -0.068, atom 74 (O): -0.063, atom 75 (H): 0.123, atom 76 (H): 0.116, atom 77 (H): 0.082, atom 78 (H): 0.108, atom 79 (H): 0.074, atom 80 (H): 0.094, atom 81 (C): -0.252, atom 82 (C): -0.140, atom 83 (O): -0.092, atom 84 (O): -0.063, atom 85 (H): 0.121, atom 86 (H): 0.103, atom 87 (H): 0.118, atom 88 (H): 0.123, atom 89 (H): 0.077, atom 90 (H): 0.093, atom 91 (C): -0.224, atom 92 (C): -0.219, atom 93 (O): -0.078, atom 94 (O): -0.073, atom 95 (H): 0.117, atom 96 (H): 0.122, atom 97 (H): 0.123, atom 98 (H): 0.094, atom 99 (H): 0.041

---

No. 2
The following is a quantum chemistry calculation of a 2-piece molecular cluster, C2H3N2O2 overall at a distorted geometry, from OMol25.

```
! wB97M-V def2-TZVPD RIJCOSX def2/J DEFGRID3
* xyz 1 1
C -2.529 0.098 0.104
C -1.217 -0.270 0.116
N -3.614 0.547 0.023
N -0.101 -0.455 0.057
O -4.670 0.980 -0.035
O 3.097 -0.204 0.076
H 2.073 -0.101 0.273
H 3.408 -1.093 -0.342
H 3.553 0.497 -0.273
*
```

DFT total energy, eV: -9185.61413
LUMO level, Eh: -0.175
HOMO energy, eV: -13.998

Quick look at the natural (NBO) charges, all values in e: atom 1 (C): -0.022, atom 2 (C): 0.344, atom 3 (N): 0.356, atom 4 (N): -0.430, atom 5 (O): -0.225, atom 6 (O): -0.798, atom 7 (H): 0.625, atom 8 (H): 0.594, atom 9 (H): 0.555

---

No. 3
The following is a quantum chemistry calculation of an isolated ion of composition C4H12N3 and charge +1 at a distorted geometry, from OMol25.

```
! wB97M-V def2-TZVPD RIJCOSX def2/J DEFGRID3
* xyz 1 1
C -0.196 0.749 -1.640
C -0.142 -0.718 -1.269
C 0.071 -0.884 0.268
C 1.270 -0.813 0.817
N 1.774 -0.424 2.080
N -1.162 -0.376 1.216
N -1.199 1.482 -0.823
H 0.819 1.326 -1.412
H -0.314 0.872 -2.812
H 0.718 -1.185 -1.843
H -1.052 -1.105 -1.712
H 2.096 -1.036 0.161
H 2.758 -0.782 2.293
H 1.208 -0.803 2.817
H -1.790 -1.136 1.239
H -0.796 0.243 1.995
H -1.788 2.024 -1.477
H -0.826 2.273 -0.314
H -1.451 0.294 0.416
*
```

SMILES: N/C=C(\[NH3+])CCN
DFT total energy, eV: -8804.88450
LUMO level, Eh: -0.114
HOMO energy, eV: -13.186

Quick look at the natural (NBO) charges, all values in e: atom 1 (C): -0.230, atom 2 (C): -0.470, atom 3 (C): 0.049, atom 4 (C): 0.016, atom 5 (N): -0.801, atom 6 (N): -0.795, atom 7 (N): -0.881, atom 8 (H): 0.200, atom 9 (H): 0.231, atom 10 (H): 0.268, atom 11 (H): 0.237, atom 12 (H): 0.224, atom 13 (H): 0.414, atom 14 (H): 0.376, atom 15 (H): 0.445, atom 16 (H): 0.455, atom 17 (H): 0.404, atom 18 (H): 0.387, atom 19 (H): 0.472

---

One value per record, in order, for energy above the lowest of the compared OMol25 structures with the same formula, charge and spin: 24.5 108.6 65.7 kcal/mol.